(1)
One molecule with the formula C6H10O. Source: OMol25; level of theory: ωB97M-V/def2-TZVPD.

Calculated values
energy above the lowest of the compared OMol25 structures with the same formula, charge and spin	27.6	kcal per mole
HOMO energy	-0.32157	Ha
frontier orbital gap	9.9	eV
charge	0
SMILES	C=CCOC(=C)C

```
17
Properties=species:S:1:pos:R:3:mulliken_charge:R:1
C 1.2811 2.1329 0.6093 -1.105
C 0.9561 0.6838 0.3854 1.042
O -0.2003 0.3498 1.0229 -0.365
C -0.7424 -0.9461 0.7696 -0.817
C -1.1127 -1.1909 -0.6747 0.299
C -2.3624 -1.1168 -1.1167 -0.797
C 1.7316 -0.1508 -0.3146 -1.111
H 1.3305 2.3471 1.6834 0.287
H 0.5135 2.7841 0.1780 0.274
H 2.2484 2.3752 0.1639 0.330
H 1.5190 -1.2089 -0.4078 0.307
H -0.0353 -1.7080 1.1260 0.328
H -1.6345 -0.9975 1.4006 0.361
H -0.3101 -1.4160 -1.3748 0.212
H -3.1935 -0.8744 -0.4555 0.261
H -2.5899 -1.2995 -2.1634 0.259
H 2.6010 0.2361 -0.8315 0.236
```


(2)
A 2-piece molecular cluster, C6H10O overall at a distorted geometry. Source: OMol25; level of theory: ωB97M-V/def2-TZVPD.

Calculated values
energy above the lowest of the compared OMol25 structures with the same formula, charge and spin	69.7	kcal per mole
HOMO energy	-0.35861	Ha
frontier orbital gap	10.4	eV
charge	0
SMILES	C=CC(=C)C=C.O

```
17
Properties=species:S:1:pos:R:3:mulliken_charge:R:1
C -0.5442 1.0962 0.8793 -0.077
C -1.3099 1.5379 1.8654 -0.650
C 1.4110 -0.3504 1.2777 -0.838
C 0.1399 -0.2397 0.9406 0.133
C -0.7873 -1.3585 0.6075 -0.276
C -0.6854 -1.9602 -0.5978 -0.597
H -0.3405 1.6551 -0.1043 0.201
H -1.8207 2.5219 1.7639 0.254
H -1.3898 1.1798 2.8861 0.276
H 1.8823 -1.2924 1.3225 0.345
H 1.8643 0.4823 1.7486 0.340
H -1.3660 -1.6607 1.3663 0.459
H -1.1898 -2.8869 -1.0527 0.242
H 0.1767 -1.8816 -1.3033 0.188
H 0.5158 1.5550 -3.6167 0.331
H 1.5368 0.5359 -2.8240 0.332
O 1.3483 0.9301 -3.7529 -0.662
```